No. 1
Density functional theory data (ωB97M-V/def2-TZVPD) for 2 unconnected molecules or ions with the total composition C26H23ClN2O3.

```
! wB97M-V def2-TZVPD RIJCOSX def2/J DEFGRID3
* xyz 0 1
Cl 2.906 -0.346 3.247
C 1.218 -0.472 3.029
C 0.604 -1.735 2.948
C -0.756 -1.845 2.754
C -1.626 -0.676 2.607
O -2.860 -0.748 2.379
C -0.931 0.602 2.737
C 0.430 0.689 2.932
H 1.221 -2.625 3.041
H -1.223 -2.825 2.686
H -1.541 1.499 2.654
H 0.908 1.660 3.011
C -4.733 1.679 11.053
O -5.736 0.701 10.675
C -6.264 0.792 9.425
C -7.061 -0.287 8.965
C -7.555 -0.279 7.667
C -7.267 0.790 6.796
N -7.866 0.801 5.510
C -7.317 1.081 4.282
C -6.031 1.721 3.990
C -5.436 1.599 2.659
C -4.487 2.484 2.272
C -4.033 2.620 0.901
C -3.539 3.866 0.448
C -3.247 4.067 -0.896
C -3.408 3.013 -1.812
C -3.854 1.759 -1.367
C -4.154 1.556 -0.020
O -5.459 2.432 4.846
N -8.294 0.891 3.368
C -8.245 1.082 1.928
C -9.448 0.431 3.993
C -9.191 0.385 5.314
C -6.542 1.877 7.281
C -6.022 1.888 8.570
H -4.386 1.347 12.031
H -3.898 1.693 10.337
H -5.164 2.687 11.128
H -7.254 -1.121 9.637
H -8.163 -1.121 7.329
H -5.779 0.776 2.035
H -4.114 3.222 2.989
H -3.432 4.666 1.183
H -2.894 5.045 -1.230
H -3.177 3.167 -2.867
H -3.971 0.931 -2.069
H -4.467 0.579 0.351
H -9.285 1.166 1.591
H -7.703 1.994 1.648
H -7.805 0.217 1.407
H -10.334 0.203 3.423
H -9.838 0.147 6.134
H -6.334 2.739 6.662
H -5.407 2.730 8.893
*
```

Computed properties:
- HOMO-LUMO gap: 0.1004 Ha

These are the natural (NBO) partial charges, in e, on atoms 1 to 2:
1. Cl -0.049
2. C -0.172

---

No. 2
Density functional theory data (ωB97M-V/def2-TZVPD) for a molecular structure, C26H23CoN2O5S2.

```
! wB97M-V def2-TZVPD RIJCOSX def2/J DEFGRID3
* xyz 1 2
Co -1.830 -0.023 -1.583
O -3.493 -2.074 1.384
C -3.088 -1.505 0.287
O -1.981 -1.026 0.148
C -4.050 -1.442 -0.851
C -5.282 -2.021 -1.000
C -5.938 -1.834 -2.219
C -5.339 -1.106 -3.229
C -4.088 -0.555 -2.990
N -3.513 -0.726 -1.819
C -3.176 0.260 -3.924
O -3.546 0.570 -5.027
O -2.030 0.517 -3.354
H -2.785 -2.010 2.046
H -5.712 -2.606 -0.197
H -6.917 -2.268 -2.377
H -5.809 -0.961 -4.193
S -2.761 1.932 -0.156
C -1.722 3.263 -0.244
N -1.801 4.232 0.707
C -1.022 5.344 0.747
C -0.081 5.547 -0.206
C 0.040 4.588 -1.232
C -0.755 3.475 -1.254
H -2.511 4.095 1.412
H -1.208 6.032 1.559
H 0.546 6.426 -0.174
H 0.765 4.740 -2.023
H -0.673 2.730 -2.034
O 0.016 0.554 -1.480
S 1.272 0.282 -0.677
C 0.949 1.045 0.955
C 1.751 0.433 2.069
C 3.114 0.701 2.188
C 3.867 0.090 3.180
C 3.264 -0.793 4.067
C 1.902 -1.047 3.972
C 1.151 -0.437 2.976
C 1.242 -1.480 -0.242
C 2.619 -2.090 -0.307
C 3.121 -2.764 0.800
C 4.373 -3.362 0.747
C 5.133 -3.282 -0.410
C 4.640 -2.600 -1.517
C 3.389 -2.007 -1.466
H -0.131 0.954 1.085
H 1.210 2.093 0.794
H 3.587 1.392 1.497
H 4.924 0.308 3.267
H 3.855 -1.279 4.833
H 1.426 -1.717 4.679
H 0.083 -0.622 2.906
H 0.558 -1.904 -0.981
H 0.812 -1.594 0.749
H 2.531 -2.818 1.710
H 4.754 -3.892 1.612
H 6.110 -3.746 -0.451
H 5.230 -2.535 -2.423
H 3.007 -1.480 -2.335
*
```

Computed properties:
- HOMO-LUMO gap (alpha / beta): 0.2742 / 0.2735 Ha
- Expectation value of S²: 0.767

These are the natural (NBO) partial charges, in e, on atoms 1 to 2:
1. Co 1.173
2. O -0.612

---

No. 3
Density functional theory data (ωB97M-V/def2-TZVPD) for a molecular structure, C26H23FN2O4STi.

```
! wB97M-V def2-TZVPD RIJCOSX def2/J DEFGRID3
* xyz 0 1
Ti -1.184 0.080 -0.886
C -3.124 3.294 -2.811
C -2.144 2.833 -1.779
O -2.053 1.485 -1.756
C -1.324 3.544 -0.976
C -0.459 2.980 0.036
C 0.111 3.981 1.014
N -0.332 1.699 0.194
N 0.348 1.280 1.320
C 0.409 0.009 1.325
O 0.021 -0.757 0.283
C 1.049 -0.668 2.442
C 1.500 -1.989 2.389
C 2.051 -2.585 3.490
C 2.038 -1.938 4.737
C 1.583 -0.626 4.782
C 1.113 0.003 3.642
H -2.624 3.288 -3.800
H -3.509 4.284 -2.632
H -3.982 2.604 -2.832
H -1.463 4.642 -0.990
H -0.516 4.859 0.921
H 1.151 4.267 0.814
H 0.129 3.651 2.063
H 1.339 -2.597 1.570
H 2.368 -3.607 3.508
H 2.213 -2.498 5.660
H 1.656 -0.128 5.771
H 0.819 1.062 3.597
F -1.528 -2.888 5.208
C -1.947 -2.329 4.041
C -2.357 -1.027 3.958
C -2.622 -0.455 2.706
C -2.499 -1.200 1.530
C -2.792 -0.586 0.208
C -2.307 -2.571 1.735
C -1.981 -3.144 2.956
H -2.418 -0.383 4.835
H -2.922 0.608 2.717
H -3.361 0.318 0.146
H -3.037 -1.370 -0.499
H -2.348 -3.273 0.873
H -1.824 -4.212 2.992
O 5.223 0.583 -4.842
C 4.427 -0.403 -5.337
O 4.748 -0.960 -6.332
C 3.105 -0.598 -4.724
C 2.613 -1.922 -4.588
C 1.371 -2.172 -4.000
C 0.605 -1.109 -3.497
S -0.962 -1.424 -2.749
C 1.048 0.186 -3.676
C 2.333 0.390 -4.207
H 4.869 0.982 -4.067
H 3.202 -2.773 -4.942
H 0.988 -3.158 -3.847
H 0.478 1.066 -3.342
H 2.711 1.368 -4.350
*
```

Computed properties:
- HOMO-LUMO gap: 0.2749 Ha

These are the natural (NBO) partial charges, in e, on atoms 1 to 2:
1. Ti 1.548
2. C -0.672

---

No. 4
Density functional theory data (ωB97M-V/def2-TZVPD) for a molecular structure, C26H23HgN10O2S.

```
! wB97M-V def2-TZVPD RIJCOSX def2/J DEFGRID3
* xyz 0 2
Hg 0.123 1.700 -0.210
O -2.047 -1.867 -2.484
C -1.119 -2.813 -2.244
C -1.198 -4.018 -2.940
C -0.290 -5.027 -2.694
C 0.715 -4.847 -1.751
C 0.820 -3.651 -1.074
C -0.089 -2.615 -1.301
C 0.067 -1.315 -0.637
O -0.734 -0.355 -0.938
N 1.055 -1.206 0.245
N 1.216 0.034 0.722
C 2.167 0.298 1.583
C 2.329 1.638 2.038
C 3.411 2.034 2.851
C 3.506 3.339 3.266
C 2.514 4.247 2.879
C 1.493 3.795 2.067
N 1.388 2.544 1.649
H -1.729 -1.064 -1.989
H -1.980 -4.128 -3.677
H -0.367 -5.955 -3.239
H 1.419 -5.643 -1.556
H 1.607 -3.474 -0.357
H 2.831 -0.488 1.929
H 4.157 1.307 3.140
H 4.327 3.668 3.887
H 2.535 5.272 3.215
H 0.703 4.461 1.747
N 3.666 3.643 -2.438
C 3.292 2.974 -1.336
N 2.017 2.692 -1.406
C 1.618 3.215 -2.611
N 2.617 3.800 -3.261
C 0.269 3.097 -3.068
C -0.128 3.512 -4.346
N -1.352 3.379 -4.799
C -2.238 2.816 -3.955
C -1.888 2.420 -2.684
N -0.644 2.550 -2.209
H 4.574 3.982 -2.716
H 3.946 2.709 -0.529
H 0.595 3.967 -5.007
H -3.243 2.695 -4.330
H -2.612 1.998 -2.002
N -3.313 -0.389 0.386
C -2.434 0.231 1.181
S -2.216 1.908 1.044
N -1.796 -0.407 2.169
C -1.896 -1.733 2.613
C -0.774 -2.300 3.214
C -0.830 -3.586 3.712
C -2.001 -4.323 3.615
C -3.122 -3.753 3.037
C -3.081 -2.460 2.545
H -3.627 0.139 -0.414
H -3.271 -1.392 0.273
H -1.076 0.149 2.618
H 0.138 -1.727 3.276
H 0.043 -4.019 4.176
H -2.040 -5.332 3.995
H -4.042 -4.317 2.974
H -3.981 -2.010 2.157
*
```

Computed properties:
- HOMO-LUMO gap (alpha / beta): 0.1363 / 0.2196 Ha
- Expectation value of S²: 0.779

These are the natural (NBO) partial charges, in e, on atoms 1 to 2:
1. Hg 1.539
2. O -0.726

---

No. 5
Density functional theory data (ωB97M-V/def2-TZVPD) for a molecular structure, C26H23MgN6PSe2Te.

```
! wB97M-V def2-TZVPD RIJCOSX def2/J DEFGRID3
* xyz 0 1
Mg 0.971 -0.521 0.905
Se -0.220 -3.119 -0.296
P -1.554 -1.533 -0.843
Se -1.607 0.090 0.606
C -3.248 -2.156 -1.089
C -4.357 -1.409 -0.710
C -5.636 -1.916 -0.897
C -5.812 -3.171 -1.461
C -4.705 -3.916 -1.846
C -3.428 -3.414 -1.658
C -1.105 -0.852 -2.472
C -0.490 -1.673 -3.412
C -0.125 -1.166 -4.649
C -0.364 0.166 -4.954
C -0.983 0.987 -4.022
C -1.353 0.481 -2.784
H -4.222 -0.431 -0.265
H -6.494 -1.331 -0.595
H -6.808 -3.570 -1.597
H -4.836 -4.896 -2.286
H -2.565 -4.004 -1.940
H -0.265 -2.701 -3.158
H 0.367 -1.808 -5.367
H -0.061 0.566 -5.913
H -1.170 2.028 -4.254
H -1.820 1.126 -2.050
N 2.672 2.463 1.043
C 2.066 2.214 2.200
N 2.104 3.150 3.149
C 1.509 2.818 4.288
N 1.517 3.723 5.277
N 0.889 1.644 4.552
C 0.895 0.807 3.544
N 1.445 1.017 2.344
C 0.237 -0.523 3.746
C -0.690 -0.706 4.749
C -1.282 -1.953 4.873
C -0.889 -2.969 4.024
C 0.064 -2.700 3.054
N 0.601 -1.492 2.891
H 3.121 3.353 0.917
H 2.710 1.789 0.288
H 2.010 4.587 5.148
H 1.122 3.481 6.168
H -0.935 0.119 5.402
H -2.037 -2.127 5.628
H -1.317 -3.959 4.087
H 0.397 -3.467 2.370
Te 2.586 -0.905 -1.163
C 3.349 1.039 -1.589
C 4.692 1.365 -1.381
C 5.172 2.631 -1.689
C 4.321 3.597 -2.211
C 2.988 3.280 -2.438
C 2.509 2.011 -2.136
H 5.363 0.623 -0.967
H 6.216 2.863 -1.520
H 4.696 4.583 -2.449
H 2.317 4.018 -2.859
H 1.472 1.765 -2.335
*
```

Computed properties:
- HOMO-LUMO gap: 0.2372 Ha

These are the natural (NBO) partial charges, in e, on atoms 1 to 2:
1. Mg 1.567
2. Se -0.607

---

No. 6
Density functional theory data (ωB97M-V/def2-TZVPD) for a molecular structure, C26H24Be2CsFIKN3O13.

```
! wB97M-V def2-TZVPD RIJCOSX def2/J DEFGRID3
* xyz 1 1
C -0.712 -2.970 -0.617
C -0.834 -1.623 0.258
C -2.124 -0.745 -0.087
I -2.548 -0.807 -2.252
C -3.409 -1.120 0.791
F -4.537 -0.496 0.218
N -3.638 -2.552 0.862
C -4.508 -2.904 -0.029
O -4.905 -3.353 -1.025
H -0.055 -3.673 -0.005
H -1.756 -3.393 -0.778
H -0.293 -2.783 -1.653
H -0.745 -1.839 1.376
H 0.060 -0.956 0.025
H -1.907 0.352 0.130
C 3.648 1.816 -1.799
O 4.554 0.722 -1.650
C 3.997 -0.367 -1.083
O 2.856 -0.464 -0.719
O 4.936 -1.320 -0.989
C 4.479 -2.530 -0.395
H 4.189 2.642 -2.260
H 2.816 1.543 -2.450
H 3.291 2.134 -0.819
H 3.678 -2.978 -0.986
H 4.138 -2.337 0.646
H 5.316 -3.225 -0.365
Be 6.735 0.344 -1.736
N 6.426 -3.562 1.902
C 7.700 -3.148 2.004
C 8.416 -3.147 3.189
C 7.782 -3.595 4.339
C 6.464 -4.028 4.261
C 5.836 -3.993 3.029
H 8.150 -2.803 1.079
H 9.442 -2.804 3.213
H 8.309 -3.608 5.286
H 5.939 -4.384 5.138
H 4.808 -4.325 2.916
C -2.022 2.541 3.883
C -1.160 3.464 4.455
C 0.193 3.561 3.746
O 1.063 4.356 4.043
C 0.462 2.626 2.636
C -0.383 1.714 2.090
C -1.777 1.691 2.733
O -2.710 0.979 2.330
O -0.149 0.907 1.134
O -1.367 4.188 5.432
H -3.009 2.409 4.311
H 1.469 2.716 2.236
Be 5.158 -1.550 1.785
C -5.637 2.271 1.115
O -6.658 1.796 0.630
O -5.481 2.568 2.322
O -4.590 2.531 0.479
Cs 3.837 -1.127 4.282
C -6.396 0.660 -5.532
C -6.479 0.977 -4.181
C -5.959 2.177 -3.714
C -5.360 3.055 -4.611
C -5.266 2.742 -5.963
C -5.786 1.539 -6.421
N -4.831 4.334 -4.126
O -4.914 4.567 -2.932
O -4.342 5.094 -4.946
H -6.809 -0.276 -5.895
H -6.954 0.288 -3.491
H -6.031 2.412 -2.659
H -4.796 3.421 -6.665
H -5.721 1.286 -7.474
K 0.412 2.359 0.001
*
```

Computed properties:
- HOMO-LUMO gap: 0.1229 Ha

These are the Mulliken partial charges, in e, on atoms 1 to 2:
1. C -1.151
2. C 0.255

---

No. 7
Density functional theory data (ωB97M-V/def2-TZVPD) for a molecular structure, C26H24ClIN4O2Pt.

```
! wB97M-V def2-TZVPD RIJCOSX def2/J DEFGRID3
* xyz 2 1
Pt -0.190 0.302 0.295
C -1.699 -0.562 2.700
C -1.914 -1.898 2.021
C -2.457 -1.761 0.631
C -3.537 -2.524 0.225
C -4.017 -2.419 -1.069
C -3.394 -1.539 -1.936
C -2.324 -0.799 -1.483
N -1.858 -0.901 -0.221
N -0.425 0.107 2.325
C 0.766 -0.648 2.832
C 1.352 -1.554 1.766
C 2.330 -2.485 2.045
C 2.897 -3.202 0.999
C 2.466 -2.980 -0.302
C 1.480 -2.045 -0.521
N 0.930 -1.367 0.498
C -0.490 1.527 2.806
C -1.317 2.363 1.847
C -1.872 3.575 2.181
C -2.515 4.313 1.192
C -2.609 3.808 -0.095
C -2.045 2.581 -0.374
N -1.423 1.878 0.584
H -1.694 -0.694 3.784
H -2.513 0.123 2.460
H -2.623 -2.468 2.619
H -0.996 -2.490 2.002
H -3.995 -3.203 0.931
H -4.859 -3.017 -1.392
H -3.726 -1.420 -2.957
H -1.801 -0.108 -2.126
H 0.500 -1.207 3.731
H 1.538 0.069 3.109
H 2.661 -2.629 3.065
H 3.677 -3.924 1.201
H 2.892 -3.517 -1.138
H 1.103 -1.814 -1.508
H 0.517 1.934 2.807
H -0.874 1.559 3.828
H -1.790 3.947 3.193
H -2.938 5.280 1.431
H -3.094 4.362 -0.886
H -2.074 2.139 -1.357
I 6.352 -0.401 -4.329
C 4.508 0.273 -3.656
C 3.391 -0.545 -3.779
C 2.167 -0.105 -3.302
C 2.052 1.157 -2.723
C 3.166 1.985 -2.644
C 4.397 1.540 -3.096
C 0.770 1.627 -2.162
O 0.372 2.758 -2.159
O -0.044 0.624 -1.651
H 3.476 -1.515 -4.250
H 1.291 -0.732 -3.414
H 3.065 2.977 -2.222
H 5.265 2.180 -3.017
Cl 1.724 1.488 0.663
*
```

Computed properties:
- HOMO-LUMO gap: 0.2251 Ha

These are the natural (NBO) partial charges, in e, on atoms 1 to 2:
1. Pt 1.463
2. C -0.227

---

No. 8
Density functional theory data (ωB97M-V/def2-TZVPD) for a molecular structure, C26H24F5HoNOP2S.

```
! wB97M-V def2-TZVPD RIJCOSX def2/J DEFGRID3
* xyz 1 5
C -2.132 2.743 -3.134
C -1.746 1.608 -2.432
C -0.354 1.343 -2.308
C 0.604 2.251 -2.767
C 0.195 3.407 -3.434
C -1.172 3.645 -3.632
C 2.012 1.906 -2.389
C 2.309 0.440 -2.490
C 1.272 -0.390 -2.053
C 1.463 -1.792 -1.912
C 2.685 -2.323 -2.299
C 3.719 -1.495 -2.762
C 3.539 -0.114 -2.847
H -3.197 2.942 -3.286
H 0.936 4.120 -3.805
H -1.505 4.540 -4.158
H 2.725 2.485 -2.988
H 2.844 -3.403 -2.230
H 4.674 -1.937 -3.054
H 4.352 0.540 -3.192
N 0.072 0.194 -1.648
Ho 0.189 0.621 0.752
C -2.741 0.667 -1.791
H -2.590 -0.358 -2.159
H -3.766 0.988 -2.015
C 0.338 -2.642 -1.376
H -0.557 -2.532 -2.004
H 0.637 -3.696 -1.358
P -2.605 0.563 0.069
P -0.238 -2.226 0.349
C 0.932 -3.258 1.286
H 0.660 -3.231 2.349
H 0.890 -4.295 0.920
H 1.949 -2.859 1.184
C -1.712 -3.295 0.410
H -1.424 -4.355 0.330
H -2.232 -3.146 1.365
H -2.404 -3.051 -0.405
C -3.231 2.236 0.475
H -4.152 2.446 -0.089
H -3.438 2.289 1.552
H -2.475 2.992 0.224
C -4.084 -0.435 0.434
H -4.135 -0.616 1.514
H -4.999 0.094 0.126
H -4.047 -1.406 -0.076
C -1.103 -0.377 2.603
O -1.510 -0.785 3.614
H 2.115 2.166 -1.272
F 1.477 1.306 6.966
C 1.681 0.957 5.682
C 1.379 1.861 4.655
F 0.874 3.084 4.945
C 1.570 1.448 3.351
F 0.879 2.202 2.321
C 2.199 0.238 2.990
S 2.625 -0.174 1.347
C 2.431 -0.662 4.056
F 2.832 -1.922 3.770
C 2.163 -0.319 5.371
F 2.329 -1.228 6.356
*
```

Computed properties:
- HOMO-LUMO gap (alpha / beta): 0.2039 / 0.2050 Ha
- Expectation value of S²: 6.006

These are the natural (NBO) partial charges, in e, on atoms 1 to 2:
1. C -0.204
2. C -0.084

---

| no. | maximum force (eV/A) | E (eV) |
| --- | --- | --- |
| 1 | 3.982 | -48976.4323 |
| 2 | 1.218 | -99846.6627 |
| 3 | 2.833 | -75175.2270 |
| 4 | 2.605 | -61340.5188 |
| 5 | 0.601 | -189001.9967 |
| 6 | 8.702 | -86906.1045 |
| 7 | 1.646 | -61264.3370 |
| 8 | 5.496 | -99681.3708 |